The following is a DFT calculation (the ωB97M-V functional and the def2-TZVPD basis) of a structure of composition C25H32F9N2O4S2Si3V in a non-equilibrium geometry.

Atoms and positions in Å:
V (0.05446, 0.21339, 0.21784)
C (-4.53349, 0.78627, 2.15255)
Si (-2.88098, 1.35631, 1.38830)
C (-3.48817, 2.78213, 0.21628)
C (-1.96486, 2.15347, 2.88366)
C (-1.93127, -0.06267, 0.59449)
Si (-2.59694, -0.96771, -1.07043)
C (-2.87053, -2.86918, -1.09873)
C (-4.35540, -0.33996, -1.48041)
C (-1.72719, -0.59074, -2.71747)
Si (-1.44061, -1.41867, 1.84563)
C (-0.88253, -1.04421, 3.60752)
C (-2.78702, -2.61017, 2.39514)
C (-0.08320, -2.21265, 0.69124)
C (0.42002, -3.44182, 1.04985)
C (1.43816, -4.05479, 0.31930)
C (2.04169, -3.32913, -0.70994)
C (1.44970, -2.12864, -1.12390)
N (0.38989, -1.56184, -0.45711)
H (-5.16136, 1.68216, 2.27306)
H (-4.35479, 0.36479, 3.14790)
H (-5.06569, 0.01468, 1.59508)
H (-2.97879, 3.71883, 0.48917)
H (-4.55379, 2.90450, 0.40900)
H (-3.36260, 2.60221, -0.87242)
H (-2.12557, 3.23147, 2.89598)
H (-0.87861, 1.99156, 2.88664)
H (-2.36549, 1.72991, 3.80274)
H (-1.97027, -3.49603, -0.98542)
H (-3.24683, -3.06035, -2.12889)
H (-3.63016, -3.22845, -0.40302)
H (-5.12610, -0.61833, -0.75504)
H (-4.56717, -0.78719, -2.46386)
H (-4.34440, 0.73729, -1.65857)
H (-0.62826, -0.43240, -2.66323)
H (-2.14115, 0.29549, -3.19269)
H (-1.88251, -1.46019, -3.37818)
H (-1.78738, -0.78775, 4.18257)
H (-0.12920, -0.25386, 3.73575)
H (-0.44363, -1.97408, 4.02049)
H (-3.26985, -2.17165, 3.27072)
H (-2.29610, -3.55530, 2.69325)
H (-3.52340, -2.84072, 1.63209)
H (-0.00201, -3.92229, 1.90914)
H (1.76359, -5.05703, 0.56350)
H (2.94746, -3.67841, -1.17185)
H (1.78513, -1.60001, -2.01905)
F (8.87420, -1.21569, 0.61143)
C (7.82732, -1.96086, 0.13730)
F (7.97815, -3.22511, 0.69420)
F (7.97417, -2.12289, -1.23626)
C (6.44999, -1.37050, 0.45933)
C (5.90788, -1.41307, 1.79091)
C (4.64969, -0.86713, 2.08125)
C (3.90702, -0.23389, 1.05598)
C (4.42265, -0.15050, -0.26780)
C (5.66551, -0.73045, -0.54131)
C (2.61772, 0.28744, 1.33063)
C (1.40248, 0.58796, 1.48302)
H (6.46980, -1.88748, 2.58961)
H (4.18799, -0.93486, 3.04674)
H (3.82548, 0.30703, -1.03711)
H (6.02463, -0.72033, -1.55752)
F (2.83596, 2.61528, -0.49133)
C (2.04880, 2.54234, -1.56037)
F (2.14022, 1.36205, -2.09014)
F (2.41080, 3.50424, -2.45439)
S (0.12612, 2.81228, -0.93424)
O (-0.42041, 1.43261, -1.29329)
O (0.00208, 3.12433, 0.48828)
N (-0.53369, 3.99596, -1.75841)
S (-1.07011, 3.74588, -3.31624)
O (-0.10559, 3.05820, -4.13741)
O (-2.44748, 3.32471, -3.35350)
C (-1.03168, 5.49421, -3.93361)
F (-1.87031, 6.29115, -3.24001)
F (-1.40755, 5.33659, -5.23128)
F (0.22533, 6.00225, -3.85315)

Forces on atoms 1 to 3 (eV/Å):
V -3.338 1.335 -1.205
C 0.593 -0.479 0.183
Si -1.421 2.019 0.309

<S²>: 0.807
Kohn-Sham gap (spin up / spin down), eV: 6.9 / 7.4
Spin multiplicity: 2
Total charge: +1



The following is a DFT calculation (the ωB97M-V functional and the def2-TZVPD basis) of the molecule C9H15NO4S in a non-equilibrium geometry.

Atoms and positions in Å:
C (0.56766, -0.27214, -1.37264)
C (-2.10691, 1.02381, 0.70422)
C (-0.44050, 0.61158, 2.25497)
C (0.93819, 0.05616, 2.02462)
C (1.53169, -0.75931, -0.41059)
C (-3.18550, 0.36586, 1.36426)
C (3.72395, 0.11574, -1.47884)
C (-1.32759, -1.01839, -2.60234)
C (2.88972, -0.56018, -0.39719)
N (-0.94315, 1.27344, 1.10930)
O (0.45072, 0.86890, -1.69998)
O (-2.46796, 1.64844, -0.39227)
O (-0.55994, -1.79458, 0.79554)
O (-0.17009, -1.29801, -1.83718)
S (0.83942, -1.60966, 1.12537)
H (-1.08297, -0.18285, 2.65399)
H (-0.30036, 1.33812, 3.05722)
H (1.63843, 0.66026, 1.42029)
H (1.59088, -0.18388, 2.87018)
H (-3.19661, -0.62562, 1.59834)
H (-4.07392, 0.55418, 0.76837)
H (-3.20978, 0.74604, 2.46776)
H (4.83595, 0.22042, -1.09767)
H (3.55366, 1.13805, -1.58928)
H (3.61724, -0.42196, -2.44004)
H (-1.25340, -0.06182, -3.23895)
H (-2.07920, -0.77331, -1.83659)
H (-1.52957, -1.86913, -3.25666)
H (-1.75225, 2.03356, -0.79219)
H (3.50220, -1.22373, 0.22799)

Forces on atoms 1 to 3 (eV/Å):
C -0.799 -0.531 -0.593
C 2.237 0.895 0.355
C 0.469 -0.032 1.257

Kohn-Sham gap, eV: 9.3
Total charge: 0
Relative energy (zero: lowest compared OMol25 entry of this formula, charge and spin), kJ/mol: 157.8



The following is a DFT calculation (the ωB97M-V functional and the def2-TZVPD basis) of a structure of composition C5H14Br2N4O in a non-equilibrium geometry.

Atoms and positions in Å:
C (-0.15367, -0.09758, -0.25037)
C (4.45547, -0.36219, 1.59521)
C (-2.45445, -0.52501, -2.30906)
C (-3.51316, 1.09793, -0.62007)
C (3.03542, 0.00407, 1.71757)
N (-1.16286, 0.69318, -0.67480)
N (1.16028, 0.40428, -0.08810)
N (-2.43202, 0.19433, -0.87262)
N (2.15872, -0.45710, 0.10557)
O (-0.31601, -1.23360, 0.20209)
Br (1.56192, 2.22469, -0.44266)
Br (3.43651, -0.67890, -1.59519)
H (5.00868, 0.21491, 0.83092)
H (5.21145, 0.02749, 2.45987)
H (4.75364, -1.45871, 1.49166)
H (-3.27491, -1.14564, -2.42808)
H (-2.51679, 0.20063, -3.14006)
H (-1.54392, -1.12473, -2.35135)
H (-4.44505, 0.69620, -0.98605)
H (-3.63528, 1.45778, 0.41279)
H (-3.28735, 1.96193, -1.27288)
H (2.62750, 1.02640, 1.65004)
H (2.48677, -0.76571, 2.43762)
H (-0.83874, 1.46801, -1.28009)
H (-2.53386, -0.60218, -0.08255)
H (1.75646, -1.40447, 0.26993)

Forces on atoms 1 to 3 (eV/Å):
C 0.627 -3.196 2.377
C 3.628 0.631 0.698
C 1.312 1.444 0.620

Kohn-Sham gap (spin up / spin down), eV: 8.4 / 8.4
Total charge: +2
Relative energy (zero: lowest compared OMol25 entry of this formula, charge and spin), kJ/mol: 28.9



The following is a DFT calculation (the ωB97M-V functional and the def2-TZVPD basis) of a structure of composition C58H56BCl2N12O3STi in a non-equilibrium geometry.

Atoms and positions in Å:
Ti (0.07839, -0.21689, -0.74669)
C (-1.51941, 3.32783, -4.67179)
C (-0.61026, 2.79626, -3.61519)
C (0.44461, 3.42067, -3.00208)
C (0.94398, 2.50506, -2.07039)
N (0.21117, 1.35974, -2.10389)
N (-0.73570, 1.56706, -3.07377)
B (-1.77357, 0.56969, -3.65815)
N (-1.35022, -0.90684, -3.35932)
N (-0.88534, -1.39482, -2.16025)
C (-0.64339, -2.70620, -2.34910)
C (-0.87880, -3.04482, -3.67461)
C (-1.30087, -1.88893, -4.29176)
C (-1.64480, -1.76609, -5.73922)
C (-0.22462, -3.69452, -1.33708)
C (-0.91437, -3.86553, -0.14122)
C (-0.55863, -4.87941, 0.73781)
C (0.48075, -5.74341, 0.42313)
C (1.16126, -5.59398, -0.78006)
C (0.80699, -4.57994, -1.65530)
N (-3.18133, 1.03105, -3.17407)
N (-3.33094, 1.76357, -2.04191)
C (-4.62010, 2.06774, -1.94952)
C (-5.32599, 1.52873, -3.04311)
C (-4.37918, 0.89254, -3.80598)
C (-4.59878, 0.19454, -5.10629)
C (-5.19343, 2.81378, -0.80944)
C (-4.44647, 3.10335, 0.33232)
C (-5.02574, 3.73632, 1.42312)
C (-6.36465, 4.09671, 1.39572)
C (-7.11575, 3.82891, 0.25904)
C (-6.53501, 3.19906, -0.83152)
C (2.06653, 2.81300, -1.16664)
C (3.00530, 1.87462, -0.74942)
C (4.02838, 2.22060, 0.12564)
C (4.14758, 3.52341, 0.58091)
C (3.25738, 4.48589, 0.11996)
C (2.23169, 4.13573, -0.74113)
H (-1.30824, 4.38357, -4.82895)
H (-2.56528, 3.21627, -4.37912)
H (-1.38178, 2.80173, -5.61899)
H (0.82972, 4.40272, -3.22756)
H (-1.73992, 0.66981, -4.85214)
H (-0.76184, -4.01812, -4.12475)
H (-1.42011, -2.71109, -6.23010)
H (-1.07232, -0.97687, -6.22633)
H (-2.69744, -1.55703, -5.88168)
H (-1.77593, -3.24388, 0.05987)
H (-1.11689, -5.02016, 1.65708)
H (0.73797, -6.55515, 1.09190)
H (1.96340, -6.27533, -1.03918)
H (1.32256, -4.47070, -2.60392)
H (-6.37826, 1.59719, -3.26838)
H (-5.50938, 0.57519, -5.56572)
H (-4.72929, -0.88009, -4.95665)
H (-3.77329, 0.36670, -5.79328)
H (-3.40503, 2.82307, 0.37029)
H (-4.42616, 3.93948, 2.30366)
H (-6.82005, 4.58666, 2.24742)
H (-8.16165, 4.10608, 0.21962)
H (-7.13255, 3.02113, -1.71605)
H (2.97916, 0.88684, -1.17612)
H (4.75327, 1.47385, 0.43207)
H (4.94082, 3.79452, 1.26670)
H (3.37028, 5.51858, 0.42924)
H (1.53617, 4.89262, -1.08145)
Cl (-2.44189, -0.25943, 0.28851)
C (-4.03145, -1.02103, -0.05402)
Cl (-4.08001, -2.04573, -1.48967)
H (-4.72955, -0.20816, -0.19850)
H (-4.28769, -1.61964, 0.80829)
O (3.65485, 4.66471, 4.75431)
C (2.37473, 5.18249, 4.97164)
N (1.46940, 4.93433, 3.85096)
C (1.25771, 3.67324, 3.42515)
O (1.76913, 2.71018, 3.98937)
C (0.37795, 3.48375, 2.22395)
C (-0.29477, 4.48504, 1.53898)
C (-1.06428, 4.12862, 0.44762)
C (-1.09316, 2.81012, 0.03758)
N (-0.42792, 1.82622, 0.66938)
C (0.25002, 2.18033, 1.76262)
H (3.55568, 3.70672, 4.70367)
H (2.47854, 6.25754, 5.07799)
H (1.91925, 4.77096, 5.87347)
H (1.09075, 5.71689, 3.35153)
H (-0.23375, 5.52599, 1.83664)
H (-1.63378, 4.86970, -0.09959)
H (-1.70605, 2.50874, -0.80737)
H (0.72886, 1.41317, 2.34629)
S (4.06340, -2.48045, -1.48307)
C (2.57729, -1.96918, -0.81962)
N (1.83566, -1.17805, -1.53819)
C (2.43571, -1.00910, -2.80879)
C (1.91410, -0.33309, -3.91352)
C (2.66036, -0.25715, -5.07143)
C (3.92556, -0.84667, -5.16974)
C (4.44541, -1.54927, -4.10353)
C (3.68432, -1.62640, -2.94133)
H (2.30085, -2.32191, 0.16144)
H (0.93350, 0.10732, -3.87760)
H (2.25614, 0.27696, -5.92316)
H (4.49406, -0.76541, -6.08738)
H (5.41263, -2.03509, -4.16315)
C (5.12480, -5.74413, 4.32602)
C (3.87054, -5.03140, 4.76515)
C (2.69359, -5.11500, 4.03147)
C (1.52295, -4.49391, 4.44851)
C (1.51781, -3.74853, 5.61884)
N (0.36306, -3.09844, 6.12973)
C (-0.79417, -2.68610, 5.51964)
O (-1.83648, -2.58107, 6.13257)
N (-0.77659, -2.39521, 4.15035)
C (0.17744, -1.73720, 3.36838)
C (1.38247, -1.22664, 3.83999)
C (2.21101, -0.61931, 2.92140)
C (1.82103, -0.47907, 1.60639)
N (0.62867, -0.91562, 1.12380)
C (-0.13615, -1.57070, 2.02421)
C (2.69342, -3.64451, 6.35846)
C (3.84811, -4.28061, 5.93839)
H (4.95721, -6.29770, 3.40303)
H (5.45314, -6.45015, 5.09015)
H (5.94084, -5.03790, 4.16115)
H (2.68392, -5.69319, 3.11449)
H (0.61674, -4.60286, 3.86706)
H (0.25785, -3.12900, 7.13105)
H (-1.72068, -2.33039, 3.80752)
H (1.66460, -1.29053, 4.87929)
H (3.16560, -0.21646, 3.23016)
H (2.47517, 0.02523, 0.91566)
H (-1.05775, -1.99427, 1.66671)
H (2.69512, -3.05661, 7.27109)
H (4.75061, -4.18805, 6.53340)

Forces on atoms 1 to 3 (eV/Å):
Ti -1.108 0.396 0.986
C -0.016 -0.092 0.004
C -0.119 0.017 0.049

Kohn-Sham gap (spin up / spin down), eV: 5.7 / 6.0
Total charge: +1
Relative energy (zero: lowest compared OMol25 entry of this formula, charge and spin), kJ/mol: 0.0